[1]
14
Properties=species:S:1:pos:R:3:forces:R:3 method="wB97M-V/def2-TZVPD" max_force_ha_per_bohr=0.040 total_charge=0 orbital_gap_ev=8.9 lumo_ev=0.72 e_tot_ev=-7821.115 multiplicity=1
C -0.0497 -2.8363 -1.3022 -1.3145 0.6963 1.1908
N -0.9260 -2.5356 -0.3887 0.7804 -1.0456 -0.8736
C -0.0307 -1.5351 -0.8799 0.1972 0.8427 -0.3377
C 0.2853 -0.2615 -0.8465 -0.6740 0.1852 1.3507
C -0.3550 0.5546 0.2508 0.0972 -1.6615 -0.9675
C 0.4338 1.1641 1.3677 1.2130 -1.0414 -0.5070
C -0.2966 2.0010 0.4125 0.7480 0.3713 -0.1184
H 0.2778 -3.5893 -1.9531 0.1656 -1.2005 -0.4820
H 1.1054 0.0145 -1.4581 0.5872 0.7547 -0.3856
H -1.2222 0.0234 0.6058 -0.3602 0.1586 0.0634
H 1.4997 1.0716 1.3801 0.4561 0.1451 -0.2971
H 0.0041 0.8704 2.2619 -0.7644 0.1825 1.9107
H -1.0523 2.5732 0.8364 -1.6039 0.8548 0.1647
H 0.3264 2.4850 -0.2867 0.4723 0.7578 -0.7116

---

[2]
55
Properties=species:S:1:pos:R:3:forces:R:3 method="wB97M-V/def2-TZVPD" max_force_ha_per_bohr=0.027 total_charge=0 orbital_gap_ev=8.1 smiles=Cc1ccc(Nc2nc(CSc3nnc(-c4cccnc4)n3-c3ccccc3C)cs2)cc1 lumo_ev=0.54 e_tot_ev=-56893.734 multiplicity=1
C 7.1111 1.6059 -4.1152 -0.0607 0.0736 0.0176
C 6.4051 0.9963 -2.9423 -0.0155 -0.0470 -0.0638
C 5.1702 0.3780 -3.0981 0.2708 0.1191 0.1192
C 4.4957 -0.1701 -2.0245 -0.1840 -0.0759 0.0308
C 5.0550 -0.1058 -0.7520 0.1526 0.1461 -0.3223
N 4.4276 -0.6299 0.3763 0.5429 0.2183 0.4237
C 3.2492 -1.2819 0.4548 -0.6211 -0.4542 1.0226
N 2.4664 -1.6196 -0.5074 0.3784 0.2696 -0.6733
C 1.3553 -2.2735 -0.0585 -0.1849 -0.3001 0.9258
C 0.3306 -2.7105 -1.0357 -0.3916 0.2798 0.1016
S -0.7666 -1.3111 -1.4957 0.2618 -0.0329 -0.3973
C -1.6621 -1.1942 -0.0175 0.0199 -0.1687 -0.0064
N -1.6935 -2.0708 0.9535 0.5390 -0.2917 -0.9717
N -2.4820 -1.5800 1.9104 -0.8359 0.5751 0.9335
C -2.9377 -0.4110 1.5321 0.2764 -0.4163 -0.2317
C -3.8380 0.3951 2.3274 -0.4339 0.3932 0.4151
C -3.9637 0.1117 3.6906 -0.0210 0.1349 -0.1876
C -4.8289 0.8688 4.4555 0.0270 0.0005 -0.1131
C -5.5399 1.8872 3.8339 0.0010 -0.0840 0.2460
N -5.4426 2.1528 2.5428 -0.3599 0.4204 -0.0707
C -4.6214 1.4277 1.8082 0.2795 -0.3235 -0.1171
N -2.4407 -0.1119 0.2838 0.1495 -0.6817 0.4131
C -2.5701 1.0555 -0.5030 0.0547 0.6407 -0.4064
C -1.8791 2.1966 -0.1190 -0.0401 -0.1242 -0.0288
C -1.9742 3.3452 -0.8814 0.0286 0.0409 0.0556
C -2.7553 3.3455 -2.0243 -0.0083 0.0374 -0.0242
C -3.4412 2.2040 -2.3999 0.0313 0.0199 0.0055
C -3.3648 1.0378 -1.6510 0.0637 -0.0530 0.2223
C -4.1111 -0.1965 -2.0493 0.0109 -0.0410 -0.0161
C 1.2769 -2.4402 1.2865 0.2174 -0.0295 -0.2238
S 2.6613 -1.7608 2.0650 0.0736 0.1373 -0.6939
C 6.2923 0.5118 -0.5836 -0.0967 -0.0448 0.0138
C 6.9543 1.0535 -1.6675 -0.0985 -0.0459 -0.0260
H 8.1797 1.6826 -3.9294 0.0833 0.0178 -0.0553
H 6.9503 1.0138 -5.0134 0.0468 -0.0048 -0.0922
H 6.7269 2.6093 -4.3026 0.0466 0.0694 -0.0857
H 4.7252 0.3238 -4.0812 -0.0522 -0.0230 -0.1074
H 3.5395 -0.6476 -2.1560 0.0166 0.0095 -0.0427
H 4.9121 -0.4918 1.2519 -0.0863 -0.0177 -0.2060
H 0.7915 -3.0176 -1.9727 -0.0577 -0.0509 0.0174
H -0.3091 -3.4884 -0.6263 0.0961 -0.0723 -0.1041
H -3.3820 -0.6937 4.1116 0.0434 -0.0547 0.0535
H -4.9493 0.6780 5.5105 -0.0172 -0.0014 0.0860
H -6.2224 2.5171 4.3889 -0.0356 -0.0028 0.1319
H -4.5995 1.6831 0.7573 0.0596 -0.0530 -0.0501
H -1.2743 2.1731 0.7759 0.0534 -0.0318 0.0675
H -1.4383 4.2333 -0.5844 0.0435 0.0813 0.0238
H -2.8326 4.2391 -2.6247 -0.0101 0.0817 -0.0545
H -4.0517 2.2136 -3.2907 -0.0713 -0.0056 -0.0848
H -4.5974 -0.6542 -1.1882 -0.0383 -0.0642 -0.0008
H -4.8659 0.0370 -2.7952 -0.0517 -0.0061 -0.0388
H -3.4223 -0.9281 -2.4728 -0.0574 -0.1079 -0.0181
H 0.4955 -2.9024 1.8524 -0.1902 -0.0972 0.0692
H 6.7351 0.5653 0.4017 0.0513 0.0015 0.1073
H 7.9138 1.5278 -1.5190 0.1004 0.0398 0.0117

---

[3]
24
Properties=species:S:1:pos:R:3:forces:R:3 method="wB97M-V/def2-TZVPD" max_force_ha_per_bohr=0.063 total_charge=0 orbital_gap_ev=8.6 smiles="CCCCOCNCN=O" lumo_ev=-0.48 e_tot_ev=-13520.828 multiplicity=1
C -1.8319 -1.3911 0.9375 0.2257 0.0661 0.0788
C -0.9880 -2.2727 0.0272 0.5596 -0.0090 -0.1821
C -0.7470 -1.7949 -1.4457 -0.0633 0.4162 0.9037
C -0.0984 -0.3928 -1.5656 -0.5057 0.6970 0.1384
O 1.2096 -0.3203 -0.9371 -0.3619 0.1353 -0.4372
C 1.7034 0.9979 -0.7415 -0.6891 -0.0604 1.1522
N 1.9291 1.2150 0.6973 -0.6248 -0.1786 1.2417
C 1.3008 2.3729 1.3632 1.0070 -0.8227 -1.1026
N -0.1607 2.4520 1.1246 -1.2867 2.2971 1.8443
O -0.6895 3.3060 1.8540 1.2113 -2.1567 -1.8436
H -1.9290 -1.8600 1.9324 0.1373 0.2397 -0.3707
H -2.8348 -1.2295 0.5676 -0.3176 0.1387 -0.2046
H -1.3265 -0.4292 1.0447 -0.2604 0.1160 0.1892
H 0.0136 -2.2518 0.5082 -0.4714 -0.7543 -0.3067
H -1.4572 -3.2858 0.0201 0.7926 0.5381 -0.0902
H -1.7107 -1.8128 -1.9800 0.3242 0.3130 0.0118
H -0.1055 -2.5209 -1.9335 0.1436 -0.1653 -0.1064
H -0.0189 -0.0621 -2.6274 0.0563 -0.4575 0.5123
H -0.7571 0.3636 -1.0778 0.3255 -0.4378 -0.1488
H 2.6169 1.1889 -1.2675 0.6908 -0.4834 -0.4458
H 1.0105 1.7488 -1.0651 -0.7674 0.3444 -0.5338
H 1.6327 0.3575 1.1691 0.2517 0.2825 -0.2016
H 1.4561 2.3490 2.4512 0.0975 -0.0520 -0.3740
H 1.7825 3.2721 0.9440 -0.4746 -0.0063 0.2755

---

[4]
79
Properties=species:S:1:pos:R:3:forces:R:3 method="wB97M-V/def2-TZVPD" max_force_ha_per_bohr=0.055 total_charge=0 orbital_gap_ev=7.9 lumo_ev=0.20 e_tot_ev=-89486.395 multiplicity=1
C -0.0892 -5.8891 -4.9741 0.0399 0.0459 -0.1230
C 1.1035 -5.7207 -5.8680 0.3802 0.0742 -1.2901
H -0.9969 -5.4947 -5.4393 0.0871 0.1573 0.2031
H 0.1081 -5.4052 -4.0184 -0.2714 -0.0001 0.0217
H -0.2673 -6.9563 -4.8085 0.0270 0.0173 0.1207
C 1.0447 -6.1051 -7.1607 0.4072 -0.0436 0.7121
C -0.1983 -6.5940 -7.8266 -0.2489 -0.2503 -0.2532
H 1.9286 -6.1515 -7.8039 -0.3814 0.1627 0.5290
H -1.0066 -5.8507 -7.7691 0.1102 -0.2200 0.0019
H -0.5571 -7.5319 -7.3817 -0.0749 0.1589 -0.0325
H 0.0127 -6.7978 -8.8843 -0.2055 0.0599 0.2230
Y 1.1064 -2.3757 -2.0651 -0.5930 -0.6209 -1.1640
Cl -0.3298 -2.8360 -0.1012 -0.0513 0.1419 0.0408
Cl 2.5337 -4.4594 -1.6508 -0.0323 0.4475 0.3377
C 3.8581 -1.2705 -1.0876 -0.9209 0.6399 -0.6875
O 2.7271 -0.9794 -1.6202 1.5853 -0.2755 1.3506
N 4.9111 -0.4990 -1.2491 -0.5777 -0.0630 -0.0712
C 4.8233 0.7574 -2.0063 0.2756 0.0373 -0.2498
C 6.2245 -0.9465 -0.7970 0.1814 -0.4092 0.2264
H 3.9641 -2.1741 -0.4717 0.1131 0.1339 -0.2576
H 3.9820 1.3737 -1.6664 0.1230 -0.3472 -0.1263
H 4.7518 0.5692 -3.0934 -0.0823 0.0408 0.5556
H 5.7602 1.2838 -1.7977 -0.3354 0.0682 -0.1777
H 6.1705 -1.2509 0.2551 0.0929 0.1437 -0.1993
H 6.9164 -0.1016 -0.9029 -0.1084 -0.5150 0.0818
H 6.5547 -1.8207 -1.3837 0.0276 0.5273 0.1139
H -4.0990 0.3540 -2.0276 0.0596 0.0971 -0.2426
H -1.7837 -0.6818 -4.6749 -0.0629 0.5200 0.0806
C -3.6038 1.0837 -2.6791 0.0324 0.1602 0.5310
C -1.9890 0.3847 -4.4748 0.0483 0.0197 -0.3705
N -2.2645 0.6213 -3.0570 0.4902 -0.6292 0.1150
H -3.5628 2.0340 -2.1350 0.0316 -0.0872 -0.1785
C -1.4175 0.1336 -2.1491 0.5348 -0.7831 -0.5505
O -0.3826 -0.5417 -2.4406 -1.2547 0.9318 0.4308
H -1.1140 0.9783 -4.7905 -0.3546 -0.3210 0.0805
H -1.6896 0.3607 -1.1103 0.1560 -0.2279 0.0093
H -4.1937 1.2181 -3.5895 0.1353 -0.0323 0.3127
H -2.8792 0.7199 -5.0227 0.4633 -0.1970 -0.0313
O 2.0878 -3.8697 -4.5797 -0.3834 1.2763 -0.8450
C 2.3515 -5.1480 -5.1942 -0.3415 0.0749 0.4539
C 3.6385 -4.7613 -7.3639 0.2678 0.3659 -0.4560
C 3.6200 -5.1846 -6.0367 -0.0285 -0.7321 0.0662
H 2.7325 -4.4015 -7.8508 0.4251 0.0538 0.4392
C 4.8098 -4.7811 -8.1299 0.0145 0.0310 0.5857
H 2.4927 -5.7347 -4.2882 0.3852 -0.5223 -0.0490
C 4.7763 -5.7917 -5.5099 -0.1372 0.4086 -0.2633
H 4.8319 -4.3105 -9.1085 -0.1085 -0.2644 0.0038
C 5.9644 -5.3289 -7.5893 0.1061 -0.5039 0.6139
C 5.9357 -5.8733 -6.2918 -0.0504 0.1980 0.3293
H 4.7332 -6.1739 -4.4774 0.1900 0.1871 -0.5836
H 6.8886 -5.3918 -8.1603 -0.1835 0.1361 0.0461
H 6.8373 -6.3136 -5.8418 -0.4120 0.1613 -0.3928
Si 2.1639 -2.2518 -5.2998 2.3246 0.0736 0.1769
Cl 0.0144 -2.3791 -5.5490 -2.6514 -0.4538 0.8508
C 2.2037 -2.0379 -7.1579 0.4593 -0.2182 -0.8690
C 4.0141 -2.1053 -4.5945 0.2033 -0.1876 -0.6470
C 1.9019 -0.4527 -4.5836 -1.0936 -0.2401 0.8542
H 3.1114 -2.4470 -7.6144 -0.1414 0.4749 -0.0453
H 2.1349 -0.9611 -7.3777 0.0420 -0.2830 0.0359
H 1.3125 -2.5230 -7.6064 0.7531 0.2336 0.0976
H 0.8487 -0.2546 -4.3599 0.2834 0.3059 -0.0843
H 2.1926 0.2365 -5.3908 0.2494 -0.3033 0.2698
H 2.4869 -0.2847 -3.6690 -0.0829 0.3978 -0.5661
H 4.7233 -2.6062 -5.2581 0.1525 -0.1675 0.0347
H 4.1173 -2.5843 -3.6175 -0.1110 -0.1706 0.0786
H 4.3595 -1.0740 -4.4774 -0.0173 0.0825 -0.2016
C 0.1476 2.1416 2.6156 -0.2053 -0.1858 0.1597
P -0.5646 1.8177 0.9414 0.3484 0.0089 0.3510
C -1.2499 3.4973 0.6606 -0.1269 -0.1412 -0.0335
C 0.9814 1.9592 -0.0566 -0.1354 0.1328 -0.1055
H -0.6477 1.9428 3.3542 0.4482 0.1190 -0.1277
H 0.4857 3.1879 2.7163 -0.0153 -0.4538 -0.0175
H 0.9839 1.4469 2.7905 -0.3142 0.2536 0.0824
H -0.5517 4.2628 1.0090 -0.0843 0.0337 -0.1249
H -1.4324 3.6141 -0.4072 -0.1106 0.1859 -0.0325
H -2.1976 3.5915 1.2006 0.1194 0.0779 -0.1252
H 1.3631 2.9868 -0.0033 0.1065 -0.2135 -0.0630
H 1.7381 1.2542 0.3056 -0.1645 0.1056 -0.0460
H 0.7529 1.7014 -1.0966 0.1742 0.0996 0.0768

---

[5]
22
Properties=species:S:1:pos:R:3:forces:R:3 method="wB97M-V/def2-TZVPD" max_force_ha_per_bohr=0.050 total_charge=+1 orbital_gap_ev=11.3 lumo_ev=-2.96 e_tot_ev=-14022.306 multiplicity=1
O -0.0182 -1.8413 -1.3088 -0.2124 -0.5345 -0.1911
C 0.1729 -2.2598 -0.2010 -0.0531 1.4807 0.3591
C 0.3053 -1.2657 0.9537 0.2007 -2.5538 0.2705
N -0.3367 0.0162 0.6680 2.3908 0.6104 0.5095
H 0.2415 -3.3091 0.1061 0.1460 -0.2489 -0.3362
H -0.0608 -1.8017 1.8123 -0.8473 0.4219 0.4374
H 1.3677 -1.1927 1.1945 0.0592 0.7508 -0.4098
H 0.3745 0.4792 0.0798 -0.6385 0.1474 -0.5591
H -1.2533 0.0306 0.2349 -0.1326 -0.2947 -0.0143
H -0.3051 0.6197 1.4960 -0.6454 0.1225 -0.0947
H -2.7274 -3.0105 2.0724 -0.0162 0.0205 0.1844
H -2.8428 -2.4681 0.6661 -0.0818 0.0159 0.0562
O -2.3937 -2.3082 1.5052 -0.0206 -0.0475 -0.3769
H 2.3832 -0.4501 -1.9024 -0.6447 0.1172 -0.0059
H 3.2734 0.0582 -0.8599 -0.2083 0.4033 0.3992
O 2.3330 0.0831 -1.0945 0.6856 -0.4285 -0.2405
H 0.0304 3.0682 -2.0612 0.4792 -0.3940 -0.7948
H 1.3954 3.8481 -1.6924 -0.0233 -0.4980 -0.4472
O 0.4467 3.7713 -1.5774 -0.5833 0.7420 1.2781
H -0.3304 3.0749 0.1826 0.3955 0.7960 -0.7048
H -0.6994 3.3678 1.6533 -0.0281 0.2580 -0.0180
O -0.5651 2.6693 1.0120 -0.2215 -0.8867 0.6990

---

[6]
12
Properties=species:S:1:pos:R:3:forces:R:3 method="wB97M-V/def2-TZVPD" max_force_ha_per_bohr=0.073 total_charge=-1 orbital_gap_ev=6.6 lumo_ev=4.03 e_tot_ev=-16106.365 multiplicity=1
O 2.3134 -1.0884 2.8350 -1.3103 -0.6366 -1.6731
C 1.6943 -0.9424 1.7751 -0.0580 -1.7549 2.5021
H 1.8246 -0.0675 1.2513 0.3290 2.1529 -1.7302
H 0.8791 -1.6078 1.3154 1.0645 0.2519 0.8958
C -2.1924 -0.1443 -2.1267 -0.9977 2.1035 2.9773
C -0.6845 0.2005 -1.7560 -0.9708 1.1333 -0.7190
S -0.3663 0.9880 -0.1083 -0.2655 -0.9409 -0.2800
H -2.5838 -0.9114 -1.3045 0.7968 0.8556 -2.4328
H -2.2798 -0.2533 -3.2200 -0.2504 -0.9799 0.4953
H -2.9281 0.7578 -1.8686 1.7327 -1.4479 -0.5316
H -0.2882 1.0197 -2.4044 -0.5665 -0.8487 -0.1851
H -0.1748 -0.7216 -2.0699 0.4964 0.1117 0.6814